{"formula": "C35H51BiClNO8Sb", "method": "wB97M-V/def2-TZVPD", "species": ["H", "C", "C", "O", "C", "H", "C", "H", "C", "H", "C", "C", "H", "H", "Sb", "C", "C", "Cl", "C", "Bi", "C", "H", "H", "N", "H", "C", "C", "C", "H", "H", "C", "C", "H", "C", "H", "H", "C", "C", "H", "C", "H", "H", "H", "H", "H", "H", "C", "H", "H", "H", "H", "C", "H", "H", "O", "O", "H", "C", "H", "C", "H", "H", "H", "H", "C", "H", "C", "H", "H", "O", "H", "H", "C", "H", "C", "H", "H", "O", "H", "C", "H", "O", "H", "C", "C", "H", "H", "O", "H", "C", "C", "H", "C", "H", "H", "O", "C", "H"], "coordinates": [[-3.019, 1.283, 2.650], [4.367, -2.261, -3.163], [-1.352, -4.743, -5.193], [-1.309, 1.486, 1.537], [-4.302, -0.178, -1.426], [2.208, -3.847, -3.530], [-0.431, 2.258, -2.101], [-1.498, -1.856, -6.933], [2.089, -2.869, -4.003], [-0.616, -2.750, 2.890], [1.966, 1.807, -1.528], [-1.552, -4.229, -3.918], [-0.440, 3.192, 2.188], [-1.969, 3.495, -1.573], [-1.939, -2.032, -1.666], [-6.293, -1.445, -2.819], [-1.573, -2.875, 2.385], [2.700, -2.457, 2.429], [-5.553, 0.416, -1.508], [1.617, -0.266, -0.519], [0.991, 2.289, -2.606], [2.986, 1.832, -1.915], [-7.085, -1.938, -3.374], [-1.044, 3.466, -1.967], [-2.869, -0.851, 3.370], [0.717, 1.609, 2.962], [-5.045, -2.062, -2.730], [-1.322, -3.887, -6.281], [4.788, -2.393, -4.165], [0.508, -4.283, -0.122], [-1.738, -2.867, -3.699], [-4.076, -5.400, 0.288], [1.796, -0.241, -4.249], [-1.468, -4.944, -0.618], [3.256, 2.141, 3.582], [1.051, 1.638, -3.478], [-4.868, -3.392, -3.418], [-1.730, -2.005, -4.807], [0.890, 1.797, 4.031], [-6.557, -0.224, -2.216], [-1.237, -0.091, -3.959], [-3.504, 0.337, -0.905], [-1.278, 2.260, 3.448], [2.321, -2.633, -1.344], [-4.172, -4.029, -2.882], [4.960, -1.520, -2.622], [-2.454, -3.964, -0.804], [4.442, -3.209, -2.627], [3.706, 2.338, 1.868], [-1.489, -3.652, 1.633], [-5.082, -5.560, 0.659], [-1.824, -6.157, -0.031], [-0.560, 4.326, -2.143], [-5.826, -3.909, -3.496], [-1.960, -1.673, 1.728], [3.695, -1.557, 1.898], [-2.954, -0.340, -4.218], [-3.743, -4.202, -0.329], [2.417, -2.945, -5.045], [3.017, 1.845, 2.553], [1.027, -2.616, -3.998], [-2.338, -3.167, 3.119], [-2.962, 0.439, 1.089], [0.472, -5.634, -1.253], [-0.633, 2.184, 2.564], [-1.905, -0.008, -5.605], [-1.517, -2.528, -6.081], [3.129, 0.761, 2.467], [0.760, 0.528, 2.798], [-1.016, 1.225, -1.830], [-1.122, -0.550, 3.247], [3.309, 0.318, -3.500], [-0.026, -4.702, -0.977], [-1.210, -5.809, -5.329], [-3.114, -6.390, 0.422], [-3.362, -7.336, 0.887], [0.092, -3.996, -1.802], [3.334, -3.471, 3.225], [1.235, 3.307, -2.934], [-4.022, -1.415, -2.013], [-1.069, -6.928, 0.085], [1.714, 2.270, 2.202], [-1.594, -4.923, -3.089], [2.350, -1.668, -1.858], [2.838, -0.499, -4.049], [3.347, -0.615, -5.010], [1.913, 2.493, -0.680], [1.978, -3.066, 1.335], [-4.476, -3.254, -4.429], [-2.386, 0.686, 1.978], [-2.051, -0.623, 2.669], [-1.159, -4.273, -7.281], [-1.967, -0.526, -4.647], [-4.501, -3.434, -0.431], [-7.539, 0.225, -2.303], [1.773, -1.702, 3.249], [2.903, -1.800, -3.251], [-5.745, 1.367, -1.024]], "lowdin_charge": [0.1190, -0.0733, -0.0925, -0.1470, -0.1515, 0.0817, -0.5636, 0.1018, -0.0664, 0.0767, -0.3916, -0.1402, 0.1256, 0.1046, 1.5818, -0.0663, -0.0784, 0.6068, -0.0990, 1.5000, -0.2219, 0.0215, 0.1038, 0.1695, 0.1256, -0.2140, -0.2942, -0.0994, 0.0751, 0.0683, -0.3295, -0.0946, 0.0688, -0.3408, 0.0858, 0.0863, -0.0500, -0.3199, 0.1272, -0.1009, 0.0520, 0.0558, 0.1193, -0.0056, 0.0503, 0.0808, -0.3471, 0.0809, 0.0863, 0.0682, 0.0958, -0.0581, 0.0898, 0.0781, -0.2223, -0.4139, 0.0710, -0.1340, 0.0824, -0.1120, 0.0619, 0.0916, 0.1025, 0.0893, -0.1828, 0.0755, -0.0670, 0.0567, 0.0916, -0.0557, 0.1218, 0.0649, -0.0650, 0.0973, -0.0944, 0.0949, 0.0271, -0.3558, 0.0992, -0.3200, 0.1094, -0.2268, 0.0835, -0.4273, -0.0786, 0.0797, 0.0228, -0.4229, 0.0851, -0.1809, -0.2042, 0.0942, -0.0593, 0.0927, 0.0942, -0.3923, -0.7109, 0.0957], "charge": -1, "relative_energy_kj_mol": 33.1, "largest_force_ha_per_bohr": 0.0192, "lumo_energy_ev": [2.4, 2.4], "orbital_gap_ev": [6.9, 6.9], "energy_ev": -79884.3737, "spin_multiplicity": 1}